[1]
The following is a DFT calculation (wB97M-V/def2-TZVPD) of C73H55Cl5NP4SiTeY as an isolated structure.

Each line ends with the Löwdin charge.
Element x y z (Å)
Y (0.317, -0.334, -0.636)  0.902
C (1.501, 3.717, -0.441)  -0.217
Si (2.072, 1.918, -0.129)  0.556
C (2.695, 2.010, 1.703)  -0.297
C (3.392, 3.136, 2.169)  -0.103
C (3.903, 3.220, 3.449)  -0.071
C (3.759, 2.150, 4.326)  -0.072
C (3.067, 1.034, 3.910)  -0.102
C (2.498, 0.979, 2.632)  -0.399
P (1.639, -0.536, 2.100)  1.004
C (3.057, -1.686, 2.209)  -0.417
C (3.123, -2.716, 3.140)  -0.084
C (4.243, -3.538, 3.194)  -0.072
C (5.298, -3.331, 2.321)  -0.075
C (5.234, -2.303, 1.389)  -0.071
C (4.118, -1.489, 1.329)  -0.112
C (0.513, -1.124, 3.406)  -0.390
C (0.401, -0.607, 4.696)  -0.121
C (-0.435, -1.215, 5.623)  -0.105
C (-1.177, -2.334, 5.275)  -0.089
C (-1.104, -2.834, 3.984)  -0.075
C (-0.269, -2.227, 3.060)  -0.139
C (3.640, 1.994, -1.254)  -0.297
C (4.654, 2.952, -1.089)  -0.089
C (5.605, 3.193, -2.061)  -0.073
C (5.572, 2.488, -3.262)  -0.076
C (4.605, 1.525, -3.449)  -0.097
C (3.662, 1.266, -2.447)  -0.411
P (2.511, -0.128, -2.682)  1.030
C (3.648, -1.563, -2.654)  -0.340
C (4.947, -1.452, -2.164)  -0.088
C (5.771, -2.567, -2.094)  -0.089
C (5.310, -3.807, -2.498)  -0.072
C (4.017, -3.932, -2.991)  -0.064
C (3.198, -2.820, -3.069)  -0.128
C (2.033, 0.085, -4.430)  -0.391
C (1.236, 1.193, -4.720)  -0.127
C (0.781, 1.416, -6.006)  -0.087
C (1.112, 0.531, -7.024)  -0.084
C (1.912, -0.564, -6.748)  -0.076
C (2.374, -0.787, -5.456)  -0.092
H (2.191, 4.428, 0.015)  0.018
H (0.503, 3.953, -0.068)  0.004
H (1.513, 3.923, -1.515)  0.030
H (3.530, 3.990, 1.521)  0.079
H (4.430, 4.112, 3.763)  0.106
H (4.188, 2.184, 5.318)  0.105
H (2.993, 0.182, 4.574)  0.103
H (2.303, -2.889, 3.824)  0.103
H (4.286, -4.337, 3.922)  0.105
H (6.171, -3.970, 2.363)  0.104
H (6.053, -2.140, 0.702)  0.094
H (4.081, -0.685, 0.598)  0.097
H (0.940, 0.282, 4.989)  0.091
H (-0.515, -0.796, 6.617)  0.108
H (-1.831, -2.797, 6.003)  0.108
H (-1.709, -3.678, 3.679)  0.104
H (-0.224, -2.636, 2.058)  0.055
H (4.695, 3.535, -0.179)  0.084
H (6.366, 3.946, -1.895)  0.104
H (6.299, 2.687, -4.038)  0.104
H (4.586, 0.956, -4.372)  0.111
H (5.321, -0.490, -1.839)  0.103
H (6.782, -2.460, -1.722)  0.105
H (5.953, -4.675, -2.437)  0.106
H (3.645, -4.895, -3.316)  0.110
H (2.200, -2.931, -3.469)  0.090
H (0.969, 1.892, -3.933)  0.088
H (0.162, 2.280, -6.215)  0.102
H (0.748, 0.700, -8.028)  0.104
H (2.181, -1.254, -7.537)  0.107
H (3.003, -1.644, -5.261)  0.097
Te (-2.778, 0.650, 3.436)  1.339
C (-4.822, 1.147, 3.622)  -0.546
C (-5.615, 0.600, 4.622)  -0.142
C (-6.958, 0.951, 4.687)  -0.168
N (-7.549, 1.783, 3.839)  0.047
C (-6.780, 2.300, 2.882)  -0.158
C (-5.433, 2.022, 2.731)  -0.131
C (-2.707, 0.787, 1.398)  -0.989
P (-2.470, -0.636, 0.369)  0.818
C (-3.078, -2.213, 1.057)  -0.364
C (-4.130, -2.322, 1.966)  -0.107
C (-4.542, -3.568, 2.407)  -0.076
C (-3.919, -4.722, 1.948)  -0.090
C (-2.880, -4.626, 1.033)  -0.076
C (-2.467, -3.376, 0.596)  -0.111
C (-3.719, -0.403, -0.961)  -0.354
C (-3.357, -0.379, -2.292)  -0.130
C (-4.304, -0.179, -3.291)  -0.086
C (-5.634, -0.006, -2.948)  -0.088
C (-6.010, -0.020, -1.605)  -0.076
C (-5.059, -0.211, -0.621)  -0.089
P (-1.405, 1.822, 0.685)  0.802
C (-1.227, 3.238, 1.807)  -0.414
C (-2.042, 4.359, 1.679)  -0.078
C (-1.927, 5.417, 2.570)  -0.074
C (-0.989, 5.366, 3.590)  -0.080
C (-0.165, 4.255, 3.716)  -0.071
C (-0.286, 3.199, 2.829)  -0.135
C (-2.105, 2.484, -0.874)  -0.372
C (-3.456, 2.789, -1.029)  -0.099
C (-3.951, 3.184, -2.258)  -0.067
C (-3.106, 3.269, -3.359)  -0.074
C (-1.764, 2.948, -3.227)  -0.070
C (-1.273, 2.558, -1.988)  -0.133
H (-5.211, -0.103, 5.341)  0.089
H (-7.588, 0.526, 5.461)  0.100
H (-7.269, 2.983, 2.194)  0.101
H (-4.867, 2.467, 1.923)  0.068
H (-4.628, -1.435, 2.336)  0.069
H (-5.359, -3.642, 3.113)  0.106
H (-4.247, -5.692, 2.297)  0.102
H (-2.391, -5.516, 0.659)  0.104
H (-1.659, -3.307, -0.125)  0.071
H (-2.324, -0.509, -2.585)  0.017
H (-3.994, -0.163, -4.328)  0.099
H (-6.380, 0.145, -3.717)  0.100
H (-7.047, 0.125, -1.331)  0.103
H (-5.350, -0.184, 0.424)  0.099
H (-2.767, 4.416, 0.876)  0.095
H (-2.568, 6.282, 2.461)  0.103
H (-0.898, 6.191, 4.284)  0.102
H (0.575, 4.208, 4.505)  0.104
H (0.362, 2.340, 2.939)  0.077
H (-4.122, 2.650, -0.185)  0.092
H (-5.005, 3.403, -2.370)  0.110
H (-3.501, 3.569, -4.321)  0.105
H (-1.105, 2.997, -4.084)  0.087
H (-0.215, 2.321, -1.884)  0.034
Cl (-0.986, -1.428, -4.440)  0.730
C (-0.527, -2.716, -3.346)  -0.679
C (0.070, -2.392, -2.138)  -0.321
C (0.554, -3.483, -1.442)  -0.722
Cl (1.527, -3.111, -0.010)  0.736
C (0.420, -4.814, -1.813)  -0.726
Cl (1.069, -6.085, -0.851)  0.689
C (-0.249, -5.086, -3.004)  -0.707
Cl (-0.473, -6.714, -3.509)  0.689
C (-0.709, -4.027, -3.791)  -0.703
Cl (-1.477, -4.369, -5.292)  0.687

Atomic forces in eV per Å
Y 0.3 -0.1 0.3
C 0.0 0.0 -0.1
Si 0.2 0.4 0.1
C 0.0 0.1 0.0
C -0.1 0.0 -0.1
C 0.0 -0.1 0.1
C 0.0 0.1 0.0
C 0.0 -0.1 0.0
C 0.1 -0.1 0.0
P -0.1 0.2 -0.3
C -0.2 -0.1 0.2
C 0.0 -0.1 0.0
C 0.0 0.0 0.0
C 0.1 0.0 0.0
C 0.0 0.0 0.0
C 0.1 0.0 0.0
C 0.0 0.0 0.1
C 0.0 0.1 0.0
C 0.0 0.0 0.0
C 0.0 0.0 0.0
C 0.0 0.0 0.0
C 0.0 -0.1 0.0
C 0.0 0.0 0.0
C 0.0 0.0 0.1
C 0.0 0.0 -0.1
C 0.1 0.1 0.1
C 0.0 -0.1 0.0
C 0.0 0.0 0.0
P 0.0 0.0 0.1
C 0.0 0.0 -0.1
C 0.0 0.0 0.0
C 0.0 0.0 0.0
C 0.0 -0.1 0.0
C 0.1 0.0 0.0
C -0.1 0.0 -0.1
C 0.0 -0.1 0.0
C 0.0 0.0 0.0
C 0.0 0.0 0.0
C 0.0 0.0 0.0
C 0.0 0.0 0.1
C 0.0 0.1 0.0
H 0.1 0.1 0.0
H 0.0 -0.1 0.0
H 0.0 0.0 0.0
H 0.0 0.0 -0.1
H 0.0 0.0 0.0
H 0.0 0.0 0.0
H 0.0 0.0 0.0
H 0.0 0.0 0.0
H 0.0 0.0 0.0
H 0.0 0.0 0.0
H 0.0 0.0 0.0
H 0.0 0.0 0.0
H 0.0 0.0 0.0
H 0.0 0.0 0.0
H 0.0 0.0 0.0
H 0.0 0.0 0.0
H 0.0 0.0 0.0
H 0.0 0.0 0.0
H 0.0 0.0 0.0
H 0.0 0.0 0.0
H 0.0 0.0 0.0
H 0.0 0.0 0.0
H 0.0 0.0 0.0
H 0.0 0.0 0.0
H 0.0 0.0 0.0
H 0.0 0.0 0.0
H 0.0 0.0 0.0
H 0.0 0.0 0.0
H 0.0 0.0 0.0
H 0.0 0.0 0.0
H 0.0 0.0 0.0
Te -0.2 -0.1 0.3
C -0.1 0.1 0.0
C 0.0 0.0 0.0
C 0.1 -0.1 0.1
N -0.1 0.0 0.0
C 0.0 0.1 -0.1
C 0.0 -0.1 0.0
C 0.9 0.0 -0.1
P -0.4 -0.2 -0.5
C 0.1 0.0 0.2
C 0.0 0.1 -0.1
C 0.0 -0.1 0.0
C 0.0 0.0 0.0
C 0.0 0.0 0.0
C 0.0 0.0 0.0
C -0.2 -0.2 0.2
C 0.1 0.0 -0.2
C 0.0 0.0 0.1
C 0.0 0.0 0.0
C 0.0 0.0 -0.1
C 0.0 0.1 0.1
P 0.0 -0.7 0.2
C -0.1 0.3 -0.3
C 0.0 0.1 0.0
C 0.0 0.0 0.0
C 0.0 0.0 0.0
C 0.0 0.1 0.0
C 0.0 -0.1 0.1
C -0.1 0.2 0.0
C 0.0 -0.1 0.1
C 0.0 0.0 0.0
C 0.0 0.0 0.0
C -0.1 0.0 0.0
C 0.0 -0.1 0.0
H 0.0 0.0 0.0
H 0.0 0.0 0.0
H 0.0 0.0 0.0
H 0.0 0.0 0.0
H 0.0 0.0 0.0
H 0.0 0.0 0.0
H 0.0 0.0 0.0
H 0.0 0.0 0.0
H 0.0 0.0 0.0
H 0.0 0.0 0.1
H 0.0 0.0 0.0
H 0.0 0.0 0.0
H 0.0 0.0 0.0
H 0.0 0.0 0.0
H 0.0 0.0 0.0
H 0.0 0.0 0.0
H 0.0 0.0 0.0
H 0.0 0.0 0.0
H 0.0 0.0 0.0
H 0.0 0.0 0.0
H 0.0 0.0 0.0
H 0.0 0.0 0.0
H 0.0 0.0 0.0
H 0.0 0.0 0.0
Cl 0.0 -0.1 0.1
C 0.0 0.0 -0.2
C -0.1 0.3 0.1
C 0.1 0.0 0.0
Cl -0.3 0.1 -0.2
C 0.0 0.0 0.0
Cl 0.0 0.0 0.0
C 0.0 0.1 0.0
Cl 0.0 0.0 0.0
C 0.0 -0.1 0.1
Cl 0.0 0.0 0.0

Maximum force in eV Å⁻¹: 0.961
HOMO-LUMO gap in eV: 6.293
Net charge: 0
LUMO energy in eV: -0.3
Energy in a.u.: -7131.81034

***

[2]
The following is a DFT calculation (wB97M-V/def2-TZVPD) of C73H77GeN6NaO4P4STe as an isolated structure.

Each line ends with the Löwdin charge.
Element x y z (Å)
Na (-0.345, -0.466, -0.064)  0.004
Te (1.816, 1.847, 4.928)  1.216
C (3.686, 0.819, 4.988)  -0.551
C (4.866, 1.368, 4.503)  -0.151
C (6.058, 0.674, 4.655)  -0.171
N (6.159, -0.510, 5.257)  0.046
C (5.026, -1.033, 5.728)  -0.169
C (3.789, -0.415, 5.625)  -0.142
C (0.938, 1.296, 3.073)  -1.017
P (0.401, -0.352, 2.735)  0.904
C (-0.748, -0.893, 4.065)  -0.358
C (-0.401, -1.098, 5.402)  -0.120
C (-1.370, -1.396, 6.350)  -0.099
C (-2.702, -1.511, 5.973)  -0.114
C (-3.057, -1.340, 4.644)  -0.092
C (-2.086, -1.036, 3.699)  -0.097
C (1.836, -1.453, 2.977)  -0.361
C (3.083, -1.066, 2.489)  -0.125
C (4.152, -1.945, 2.485)  -0.090
C (3.994, -3.240, 2.963)  -0.103
C (2.753, -3.646, 3.434)  -0.094
C (1.681, -2.762, 3.436)  -0.091
P (-0.211, 2.412, 2.348)  0.864
C (0.665, 3.945, 1.851)  -0.378
C (0.364, 5.248, 2.253)  -0.095
C (1.007, 6.341, 1.676)  -0.104
C (1.954, 6.156, 0.682)  -0.107
C (2.246, 4.866, 0.251)  -0.093
C (1.599, 3.780, 0.820)  -0.142
C (-1.397, 3.041, 3.638)  -0.362
C (-2.732, 2.675, 3.467)  -0.109
C (-3.705, 2.992, 4.406)  -0.097
C (-3.358, 3.693, 5.550)  -0.111
C (-2.037, 4.078, 5.739)  -0.097
C (-1.073, 3.757, 4.795)  -0.160
H (4.869, 2.332, 4.009)  0.072
H (6.981, 1.101, 4.272)  0.093
H (5.103, -2.008, 6.198)  0.099
H (2.911, -0.910, 6.020)  0.081
H (0.636, -1.027, 5.697)  0.059
H (-1.083, -1.542, 7.386)  0.092
H (-3.458, -1.750, 6.714)  0.087
H (-4.088, -1.464, 4.331)  0.097
H (-2.362, -0.948, 2.654)  0.079
H (3.213, -0.067, 2.097)  0.061
H (5.111, -1.617, 2.100)  0.106
H (4.828, -3.932, 2.950)  0.094
H (2.607, -4.664, 3.777)  0.095
H (0.712, -3.105, 3.778)  0.103
H (-0.387, 5.418, 3.010)  0.084
H (0.759, 7.343, 2.009)  0.091
H (2.449, 7.008, 0.229)  0.091
H (2.956, 4.702, -0.554)  0.095
H (1.800, 2.779, 0.444)  0.063
H (-3.004, 2.110, 2.582)  0.072
H (-4.731, 2.679, 4.246)  0.095
H (-4.110, 3.936, 6.293)  0.090
H (-1.753, 4.625, 6.632)  0.095
H (-0.052, 4.083, 4.958)  0.046
N (-0.260, 1.134, -3.328)  -0.423
P (-0.498, -0.550, -3.137)  1.031
C (-2.176, -0.780, -3.862)  -0.361
C (-2.546, -0.368, -5.142)  -0.109
C (-3.863, -0.473, -5.563)  -0.099
C (-4.824, -1.005, -4.708)  -0.103
C (-4.462, -1.439, -3.443)  -0.084
C (-3.140, -1.329, -3.019)  -0.097
C (0.528, -1.168, -4.516)  -0.351
C (0.189, -2.352, -5.168)  -0.107
C (1.017, -2.882, -6.146)  -0.100
C (2.200, -2.238, -6.483)  -0.104
C (2.551, -1.065, -5.831)  -0.093
C (1.724, -0.536, -4.850)  -0.095
P (-0.179, 2.120, -1.948)  1.000
C (0.900, 3.451, -2.605)  -0.343
C (2.213, 3.096, -2.923)  -0.107
C (3.120, 4.045, -3.364)  -0.090
C (2.735, 5.375, -3.484)  -0.109
C (1.438, 5.742, -3.162)  -0.099
C (0.525, 4.787, -2.724)  -0.085
C (-1.793, 2.975, -1.867)  -0.383
C (-2.816, 2.768, -2.787)  -0.093
C (-4.059, 3.362, -2.603)  -0.094
C (-4.288, 4.172, -1.499)  -0.105
C (-3.272, 4.384, -0.576)  -0.084
C (-2.034, 3.783, -0.755)  -0.114
H (-0.347, 1.561, -4.244)  0.071
H (-1.793, 0.032, -5.814)  0.106
H (-4.144, -0.143, -6.556)  0.094
H (-5.854, -1.084, -5.037)  0.093
H (-5.205, -1.862, -2.776)  0.102
H (-2.838, -1.665, -2.028)  0.076
H (-0.722, -2.875, -4.901)  0.108
H (0.745, -3.813, -6.629)  0.101
H (2.851, -2.658, -7.239)  0.092
H (3.481, -0.563, -6.074)  0.096
H (2.015, 0.370, -4.331)  0.076
H (2.538, 2.068, -2.808)  0.068
H (4.134, 3.739, -3.595)  0.101
H (3.448, 6.121, -3.814)  0.093
H (1.128, 6.777, -3.243)  0.097
H (-0.482, 5.092, -2.473)  0.096
H (-2.655, 2.112, -3.634)  0.082
H (-4.852, 3.178, -3.319)  0.095
H (-5.261, 4.627, -1.352)  0.092
H (-3.445, 4.999, 0.300)  0.101
H (-1.257, 3.919, -0.008)  0.079
N (4.143, 2.041, 1.419)  0.131
C (4.347, 1.507, 0.164)  -0.392
C (5.601, 1.607, -0.464)  -0.042
C (5.776, 0.978, -1.679)  -0.103
C (4.732, 0.243, -2.228)  -0.088
C (3.531, 0.198, -1.537)  -0.178
N (3.323, 0.859, -0.393)  0.137
H (4.617, 2.902, 1.631)  0.093
H (3.180, 2.010, 1.739)  0.041
H (6.411, 2.142, 0.019)  0.096
H (6.734, 1.040, -2.185)  0.094
H (4.843, -0.313, -3.152)  0.092
H (2.703, -0.433, -1.869)  0.047
N (-2.760, 0.476, -0.060)  0.086
H (-3.169, 1.088, 0.633)  0.004
H (-3.373, 0.467, -0.868)  0.013
H (-2.720, -0.484, 0.296)  -0.007
C (4.111, -4.481, -1.341)  -0.246
Ge (2.146, -4.188, -1.204)  0.679
C (1.500, -5.549, 0.126)  -0.232
C (1.455, -4.883, -2.941)  -0.242
C (1.767, -2.366, -0.849)  -0.319
H (4.353, -5.503, -1.653)  -0.004
H (4.577, -4.291, -0.370)  -0.008
H (4.538, -3.782, -2.066)  -0.005
H (0.987, -6.395, -0.342)  -0.005
H (0.814, -5.066, 0.828)  -0.007
H (2.343, -5.936, 0.710)  -0.008
H (1.727, -5.935, -3.077)  0.001
H (1.881, -4.293, -3.758)  -0.013
H (0.364, -4.805, -2.999)  -0.011
H (2.538, -2.008, -0.153)  -0.074
H (0.805, -2.336, -0.326)  -0.106
C (-7.054, -6.042, 3.763)  -0.058
C (-6.131, -6.471, 2.655)  -0.273
C (-6.563, -7.339, 1.654)  -0.052
C (-5.722, -7.701, 0.613)  -0.062
C (-4.425, -7.212, 0.587)  -0.282
C (-3.969, -6.359, 1.583)  -0.048
C (-4.828, -5.985, 2.603)  -0.017
S (-3.372, -7.581, -0.787)  0.625
O (-3.964, -8.674, -1.522)  -0.326
O (-2.036, -7.680, -0.288)  -0.278
N (-3.485, -6.280, -1.787)  -0.125
C (-3.463, -4.904, -1.236)  -0.206
C (-2.106, -4.418, -0.745)  -0.088
C (-2.314, -3.243, 0.234)  -0.649
O (-3.044, -3.461, 1.216)  -0.018
O (-1.754, -2.150, -0.070)  -0.140
H (-8.030, -6.520, 3.675)  0.067
H (-7.199, -4.960, 3.744)  0.082
H (-6.636, -6.293, 4.740)  0.078
H (-7.575, -7.728, 1.683)  0.102
H (-6.060, -8.365, -0.172)  0.105
H (-2.967, -5.952, 1.555)  0.112
H (-4.474, -5.276, 3.342)  0.125
H (-4.264, -6.441, -2.413)  0.100
H (-4.186, -4.806, -0.423)  0.102
H (-3.797, -4.262, -2.053)  0.111
H (-1.464, -4.125, -1.575)  0.104
H (-1.584, -5.209, -0.204)  0.094

Atomic forces in eV per Å
Na 0.3 0.0 -0.1
Te 0.0 0.1 0.0
C 0.0 -0.1 0.0
C 0.0 0.1 0.0
C 0.0 0.0 0.0
N 0.0 0.0 0.0
C 0.0 0.0 -0.1
C 0.0 0.0 0.0
C 0.2 0.3 0.1
P 0.0 -0.1 -0.2
C -0.1 -0.1 0.0
C -0.1 0.0 0.0
C 0.1 0.0 0.0
C 0.0 0.0 0.0
C 0.0 0.0 0.0
C 0.0 -0.1 0.1
C 0.0 -0.1 0.0
C 0.0 0.0 0.0
C 0.0 0.0 0.0
C 0.0 0.0 0.0
C 0.0 0.0 0.0
C 0.0 0.0 0.0
P -0.1 -0.2 -0.1
C 0.1 0.1 0.0
C 0.1 0.0 -0.1
C -0.1 0.0 0.1
C 0.0 0.0 0.0
C 0.0 -0.1 0.0
C 0.0 0.1 0.0
C 0.0 0.0 0.1
C 0.0 0.0 0.0
C 0.0 0.0 0.0
C 0.0 0.0 0.0
C 0.0 0.0 0.0
C 0.0 0.0 0.0
H 0.0 -0.1 0.0
H 0.0 0.0 0.0
H 0.0 0.0 0.0
H 0.0 0.0 0.0
H 0.0 0.0 0.0
H 0.0 0.0 0.0
H 0.0 0.0 0.0
H 0.0 0.0 0.0
H 0.0 0.0 0.0
H 0.0 -0.1 0.1
H 0.0 0.0 0.0
H 0.0 0.0 0.0
H 0.0 0.0 0.0
H 0.0 0.0 0.0
H 0.0 0.0 0.1
H 0.0 0.0 0.0
H 0.0 0.0 0.0
H 0.0 0.0 0.0
H -0.1 0.1 0.0
H 0.0 0.0 0.0
H 0.0 0.0 0.0
H 0.0 0.0 0.0
H 0.0 0.0 0.0
H 0.0 0.0 0.0
N 0.0 0.1 -0.2
P 0.0 0.0 0.1
C -0.1 -0.1 0.1
C 0.0 0.0 0.0
C 0.0 0.0 0.0
C 0.0 0.0 0.0
C 0.0 0.0 0.0
C 0.0 0.0 -0.1
C 0.0 0.0 0.0
C 0.0 0.0 -0.1
C 0.0 0.0 0.0
C 0.0 0.0 0.0
C 0.0 0.0 0.0
C 0.0 0.0 0.0
P 0.1 -0.1 0.1
C 0.0 0.2 0.0
C 0.0 0.0 -0.1
C 0.0 0.0 0.0
C 0.0 0.0 0.0
C -0.1 0.0 0.0
C 0.1 0.0 -0.1
C 0.0 0.1 0.0
C 0.0 0.0 0.1
C 0.0 0.0 0.0
C 0.0 0.0 0.0
C 0.1 0.0 0.0
C 0.0 0.0 0.0
H 0.0 0.0 0.0
H 0.0 0.0 0.0
H 0.0 0.0 0.0
H 0.0 0.0 0.0
H 0.0 0.0 0.0
H 0.0 0.1 0.0
H 0.0 0.0 0.0
H 0.0 0.0 0.0
H 0.0 0.0 0.0
H 0.0 0.0 0.0
H 0.0 0.0 0.0
H 0.0 0.0 0.0
H 0.0 0.0 0.0
H 0.0 0.0 0.0
H 0.0 0.0 0.0
H 0.0 0.0 0.0
H 0.0 0.0 0.0
H 0.0 0.0 0.0
H 0.0 0.0 0.0
H 0.0 0.0 0.0
H 0.0 0.0 0.0
N 0.0 0.0 -0.1
C 0.0 0.1 -0.2
C 0.0 0.0 0.0
C 0.0 0.0 0.0
C -0.1 -0.1 0.0
C 0.0 0.1 0.0
N 0.1 -0.1 0.2
H 0.0 0.0 0.0
H 0.0 0.0 0.1
H 0.0 0.0 0.0
H 0.0 0.0 0.0
H 0.0 0.0 0.0
H 0.0 0.0 0.0
N 0.0 -0.1 -0.1
H 0.1 0.0 0.0
H 0.0 0.1 0.0
H -0.1 0.0 0.0
C -0.1 0.0 0.0
Ge 0.0 -0.1 0.0
C 0.1 0.0 0.0
C 0.0 0.1 0.0
C -0.1 0.2 -0.1
H 0.0 0.0 0.0
H 0.0 0.0 0.0
H 0.0 0.0 0.0
H 0.0 0.0 0.0
H 0.0 0.0 0.0
H 0.0 0.0 0.0
H 0.0 0.0 0.0
H 0.0 -0.1 0.0
H 0.1 0.0 0.0
H 0.0 0.0 0.1
H 0.0 -0.2 0.1
C 0.0 0.0 0.0
C 0.0 0.0 0.0
C 0.0 0.0 0.0
C -0.1 -0.1 0.0
C 0.0 0.0 0.0
C 0.1 0.0 0.1
C 0.0 0.0 0.0
S -0.1 0.0 -0.1
O 0.1 0.1 0.0
O 0.0 0.0 0.0
N 0.0 0.0 0.1
C 0.0 0.0 0.0
C 0.1 -0.1 0.1
C 0.0 0.1 -0.1
O 0.0 0.1 0.0
O -0.3 -0.2 0.1
H 0.0 0.0 0.0
H 0.0 0.0 0.0
H 0.0 0.0 0.0
H 0.0 0.0 0.0
H 0.0 0.0 0.0
H -0.1 0.0 0.0
H 0.0 0.0 0.0
H 0.0 0.0 0.0
H 0.0 0.0 0.0
H 0.0 0.0 0.0
H 0.0 0.0 0.0
H 0.0 0.0 0.0

Maximum force in eV Å⁻¹: 0.407
HOMO-LUMO gap in eV: 4.083
Net charge: -2
LUMO energy in eV: 3.2
Energy in a.u.: -7728.40287

***

The highest LUMO energy belongs to which entry?
C73H77GeN6NaO4P4STe

***

The lowest LUMO energy belongs to which entry?
C73H55Cl5NP4SiTeY